Entry from OMol25: a cluster of 11 separate species, C36H80N8O11 in total in a non-equilibrium geometry (ωB97M-V/def2-TZVPD).

```
! RIJCOSX wB97M-V def2-TZVPD def2/J DEFGRID3
* xyz 0 1
C -1.179 5.158 -0.626
N -2.085 4.351 -1.422
C -3.214 4.829 -1.991
C -3.995 3.815 -2.778
O -3.601 5.976 -1.800
H -0.359 5.513 -1.260
H -0.734 4.566 0.172
H -1.725 6.026 -0.266
H -1.678 3.489 -1.769
H -3.407 2.945 -3.058
H -4.450 4.336 -3.619
H -4.804 3.530 -2.101
C 3.286 5.443 1.738
N 3.259 4.515 0.601
C 2.476 3.447 0.455
C 2.666 2.622 -0.802
O 1.600 3.166 1.273
H 2.940 6.405 1.372
H 4.281 5.464 2.185
H 2.690 5.002 2.537
H 4.024 4.708 -0.025
H 1.744 2.067 -0.954
H 3.496 1.941 -0.600
H 2.915 3.225 -1.674
C 1.235 -4.098 2.296
N 2.072 -3.384 1.365
C 1.620 -2.598 0.380
C 2.698 -2.051 -0.539
O 0.459 -2.192 0.282
H 1.775 -4.887 2.809
H 0.346 -4.460 1.780
H 0.866 -3.374 3.031
H 3.072 -3.368 1.475
H 3.396 -2.808 -0.894
H 3.041 -1.032 -0.381
H 2.098 -1.911 -1.447
C 0.559 2.229 4.754
N 0.554 3.198 5.838
C 1.646 3.440 6.633
C 1.437 4.471 7.702
O 2.702 2.862 6.461
H 1.165 1.359 5.005
H 0.827 2.634 3.780
H -0.421 1.745 4.712
H -0.148 3.919 5.822
H 0.696 5.202 7.375
H 2.349 5.026 7.925
H 1.199 4.074 8.690
C 4.988 -0.355 -3.135
N 5.730 -1.464 -3.715
C 6.193 -2.503 -2.953
C 7.017 -3.476 -3.769
O 5.993 -2.656 -1.763
H 3.924 -0.582 -3.253
H 5.271 0.565 -3.641
H 5.208 -0.335 -2.070
H 5.681 -1.674 -4.710
H 6.537 -3.909 -4.648
H 7.242 -4.322 -3.120
H 7.905 -3.023 -4.211
C 2.963 -2.604 -5.302
N 3.289 -2.594 -6.720
C 4.531 -2.402 -7.162
C 4.715 -2.295 -8.691
O 5.521 -2.364 -6.437
H 3.802 -2.684 -4.615
H 2.354 -3.429 -4.923
H 2.396 -1.711 -5.034
H 2.552 -2.277 -7.330
H 5.489 -2.950 -9.082
H 4.998 -1.269 -8.922
H 3.792 -2.544 -9.218
C -4.014 -0.725 -1.519
N -5.268 0.016 -1.582
C -6.351 -0.288 -0.830
C -7.558 0.614 -1.058
O -6.407 -1.200 -0.025
H -3.172 -0.104 -1.222
H -3.812 -1.210 -2.477
H -4.153 -1.579 -0.859
H -5.445 0.682 -2.313
H -8.340 0.078 -1.599
H -7.444 1.615 -1.471
H -7.995 0.754 -0.067
C -0.833 1.253 0.673
N -0.336 0.382 -0.397
C -0.543 0.673 -1.684
C 0.015 -0.350 -2.665
O -1.183 1.654 -2.062
H -0.115 1.177 1.487
H -1.811 0.900 1.001
H -0.857 2.280 0.328
H -0.003 -0.531 -0.071
H 0.007 -1.309 -2.142
H 1.035 -0.115 -2.962
H -0.642 -0.545 -3.511
C -3.587 1.561 5.383
C -3.347 2.472 6.622
C -3.473 3.903 6.025
O -2.966 3.725 4.722
C -3.543 2.568 4.195
H -4.583 1.131 5.335
H -2.739 0.902 5.214
H -2.335 2.310 6.985
H -4.123 2.316 7.370
H -2.866 4.635 6.554
H -4.517 4.233 6.010
H -2.937 2.243 3.344
H -4.526 2.692 3.721
C -2.537 -1.290 3.006
C -4.049 -1.029 3.050
C -4.710 -2.427 2.920
O -3.628 -3.309 2.640
C -2.524 -2.547 2.141
H -2.164 -1.529 4.003
H -1.962 -0.436 2.656
H -4.384 -0.399 2.221
H -4.381 -0.533 3.958
H -5.492 -2.508 2.164
H -5.212 -2.511 3.888
H -2.668 -2.452 1.060
H -1.640 -3.174 2.264
C -0.138 -5.255 -1.275
C 0.858 -6.258 -1.867
C 1.881 -5.372 -2.555
O 1.179 -4.187 -2.909
C -0.125 -4.159 -2.344
H 0.440 -4.964 -0.395
H -1.129 -5.679 -1.147
H 0.412 -7.070 -2.448
H 1.432 -6.868 -1.157
H 2.188 -5.926 -3.448
H 2.773 -5.127 -1.977
H -0.930 -4.293 -3.070
H -0.199 -3.189 -1.849
*
```

The max |F| comes out at 2.57 eV/A. The value obtained for the energy relative to the best compared isomer or geometry (same formula, charge and spin) is 20.2 kcal per mole. For the calculated total energy, the calculation gives -2685.43261 a.u. The HOMO-LUMO gap is 9.07 eV.

Here are the Mulliken charges for atoms 1 to 99, given in e:
1. C -0.9172
2. N 0.1201
3. C 0.7565
4. C -0.7910
5. O -0.7110
6. H 0.2582
7. H 0.2076
8. H 0.4104
9. H 0.1945
10. H 0.2085
11. H 0.3606
12. H 0.0914
13. C -0.8606
14. N -0.2424
15. C 0.5601
16. C -0.4462
17. O -0.5700
18. H 0.2912
19. H 0.3410
20. H 0.2357
21. H 0.2441
22. H -0.2791
23. H 0.3170
24. H 0.4221
25. C -0.8476
26. N -0.0665
27. C -0.0118
28. C -0.7772
29. O -0.7671
30. H 0.3688
31. H 0.2254
32. H 0.3205
33. H 0.2591
34. H 0.5177
35. H 0.3608
36. H -0.2402
37. C -0.5683
38. N -0.0628
39. C 0.6967
40. C -1.0474
41. O -0.6374
42. H 0.3884
43. H 0.2255
44. H -0.0801
45. H 0.2085
46. H 0.3138
47. H 0.3365
48. H 0.2401
49. C -0.7902
50. N -0.0382
51. C 0.7985
52. C -1.2150
53. O -0.6373
54. H 0.0748
55. H 0.3516
56. H 0.3449
57. H 0.4070
58. H 0.2829
59. H 0.3550
60. H 0.3217
61. C -0.6045
62. N -0.1702
63. C 0.6703
64. C -1.1145
65. O -0.7378
66. H -0.1621
67. H 0.3156
68. H 0.3617
69. H 0.3011
70. H 0.3143
71. H 0.2756
72. H 0.3409
73. C -0.5909
74. N -0.0708
75. C 0.6527
76. C -1.1455
77. O -0.6239
78. H -0.0624
79. H 0.4035
80. H 0.2649
81. H 0.2235
82. H 0.2705
83. H 0.3440
84. H 0.3241
85. C -0.5547
86. N 1.4472
87. C 0.4766
88. C -0.1165
89. O -0.8367
90. H 0.3633
91. H 0.2527
92. H -0.4039
93. H -0.1950
94. H -0.7653
95. H 0.1889
96. H 0.4398
97. C -0.2259
98. C -0.6340
99. C -0.4831